Molecular formula: C50H122Cl8O31P4
Method: DFT, wB97M-V/def2-TZVPD

Geometry as XYZ:
```
215
Properties=species:S:1:pos:R:3:forces:R:3:mulliken_charge:R:1
Cl -3.011667 6.056570 -2.659100 0.4 -0.3 -0.2 -0.211
C -2.559101 4.359141 -2.278406 -0.1 -0.3 1.2 1.011
C -1.869383 4.252222 -0.912562 -0.5 0.0 -0.4 -0.070
Cl -0.081651 4.467991 -0.972565 -0.4 0.1 0.0 -0.084
H -1.994754 3.866609 -3.063851 0.1 0.4 -0.2 0.211
H -3.497987 3.819866 -2.168132 0.1 0.1 -0.1 -0.896
H -2.079266 3.279865 -0.472199 0.2 -0.2 -0.3 -0.465
H -2.323737 4.981078 -0.244303 0.4 0.2 0.1 0.495
Cl -4.116939 3.559690 -4.993491 -0.1 -0.6 -0.4 -0.040
C -3.385915 2.460528 -6.212979 0.3 0.7 -0.6 -0.597
C -1.982264 3.000297 -6.573038 -1.1 -0.8 0.7 -0.228
Cl -2.147874 4.406078 -7.611899 0.2 0.5 -0.3 -0.189
H -4.007599 2.515953 -7.104333 -0.1 0.0 0.1 0.412
H -3.384082 1.420455 -5.895419 0.2 0.1 0.5 0.202
H -1.414857 2.237560 -7.100387 0.1 0.1 0.1 0.353
H -1.520851 3.308885 -5.638861 0.4 -0.1 -0.2 0.116
Cl 1.511552 1.758775 3.806996 0.4 -0.7 -0.4 -0.063
C -0.130315 2.090741 4.364113 0.2 0.2 1.4 -0.243
C -0.644360 3.275287 3.599356 -0.6 0.1 -0.1 -0.882
Cl -1.245258 2.726939 2.021461 -0.2 -0.2 -0.5 0.037
H 0.046289 2.252731 5.429864 -0.4 0.7 -0.1 0.378
H -0.784123 1.220964 4.377359 0.1 -0.1 -0.7 0.030
H 0.149446 3.983605 3.382263 -0.1 0.1 0.2 0.375
H -1.516791 3.767744 4.024792 0.3 0.0 0.4 0.350
Cl -1.357552 -1.594800 4.752777 -0.2 -0.4 -0.3 -0.240
C -1.828039 -2.115283 3.076366 -0.1 0.6 0.5 -0.019
C -3.054642 -1.371388 2.613585 0.1 0.3 -0.5 0.677
Cl -4.557902 -2.128043 3.255467 0.4 0.2 -0.3 -0.213
H -2.050544 -3.177967 3.052654 0.4 -0.1 0.2 0.485
H -0.962809 -1.866500 2.468261 -0.1 -0.1 -0.1 -0.253
H -3.037201 -1.363042 1.520522 -0.5 -0.5 0.1 -0.540
H -3.073451 -0.309304 2.852460 0.1 -0.1 0.5 0.137
C 6.856293 6.675078 3.458883 -0.4 0.1 1.8 -0.672
O 6.691803 7.023804 2.098104 0.2 -0.9 -0.8 -0.360
P 6.716225 5.836363 1.016889 -0.8 -1.0 0.1 1.086
O 7.633032 4.688987 1.182148 -0.5 1.4 -0.1 -0.644
O 5.162136 5.402833 1.034413 0.9 0.9 -0.3 -0.268
C 4.605500 4.655713 -0.041601 -0.9 -1.9 1.1 -0.201
O 6.866339 6.585364 -0.364396 0.3 0.2 0.0 -0.371
C 6.278490 7.859528 -0.637506 0.0 0.6 -0.2 -0.691
H 6.698223 5.625112 3.715529 0.5 -0.2 -0.6 0.241
H 6.092367 7.140962 4.091517 -0.1 0.5 -0.5 0.281
H 7.813100 7.040963 3.829080 0.1 -0.3 -0.2 0.283
H 4.761662 3.588277 0.148239 0.5 0.0 0.0 -0.186
H 4.929780 4.810380 -1.067724 0.1 0.8 0.2 0.230
H 3.530191 4.718379 0.123206 -0.1 0.5 -0.6 0.368
H 7.029859 8.476083 -1.127349 0.2 0.0 0.2 0.256
H 5.934528 8.357618 0.265463 0.1 -0.1 0.1 0.347
H 5.445014 7.807305 -1.338057 -0.1 -0.5 0.1 0.257
C -7.403603 6.439438 -0.605535 -0.5 0.5 1.1 -0.766
O -7.074264 5.235424 -1.276483 0.4 0.3 -0.7 0.120
P -8.073362 4.592898 -2.352554 1.0 -0.5 0.1 0.685
O -7.380086 3.876933 -3.445460 -0.6 0.4 0.9 -0.604
O -8.947095 5.836779 -2.828006 -0.3 -1.2 0.7 -0.291
C -9.603793 5.756792 -4.111640 1.4 1.1 -0.8 -0.743
O -8.994616 3.691094 -1.397021 -0.6 0.6 -1.1 -0.405
C -8.445180 2.625653 -0.647602 0.4 -0.4 1.5 -0.176
H -8.453362 6.375982 -0.312325 0.0 0.4 0.0 0.397
H -7.183823 7.374091 -1.125121 -0.3 -0.4 -0.8 0.274
H -6.822246 6.570474 0.310653 0.1 -0.7 -0.1 0.185
H -9.423963 4.824221 -4.643553 -0.5 -0.4 0.5 0.330
H -9.020079 6.461907 -4.715397 -0.5 0.2 -0.1 0.282
H -10.622168 6.117046 -4.022943 -0.1 -0.4 0.1 0.266
H -7.956139 3.033695 0.246251 0.4 0.1 -0.3 0.137
H -7.768871 1.960646 -1.175926 0.0 0.2 -0.3 0.055
H -9.217808 2.009694 -0.185279 -0.5 0.1 -0.7 0.276
C 4.073496 -1.072121 -2.050014 -0.4 -0.8 -0.4 -0.104
O 4.822514 -0.088417 -2.767023 0.5 1.3 -0.3 -0.552
P 5.349728 1.191985 -1.967519 0.3 -1.1 0.4 0.516
O 5.913058 0.806968 -0.657806 -0.4 0.8 -0.6 -0.155
O 4.110923 2.186270 -1.847588 0.4 -0.6 -0.1 0.292
C 3.124116 2.337434 -2.867354 -0.7 1.3 0.0 -0.733
O 6.355797 1.915387 -2.973415 -0.5 -0.8 0.2 -0.442
C 6.970379 3.117086 -2.505903 -0.2 1.2 0.0 -0.577
H 4.326230 -2.044460 -2.473581 0.4 0.1 0.1 0.387
H 3.006737 -0.963997 -2.249293 0.0 0.5 0.3 0.215
H 4.286660 -1.061039 -0.985105 0.0 0.0 0.0 -0.253
H 2.168265 2.258188 -2.349975 -0.1 -0.3 -0.2 0.067
H 3.164557 1.719395 -3.762665 0.4 -0.6 0.5 0.365
H 3.174280 3.363526 -3.243993 0.1 0.0 0.1 0.315
H 7.977005 3.200614 -2.904784 0.1 -0.4 0.2 0.358
H 6.949280 3.241822 -1.422291 0.3 -0.5 0.1 0.134
H 6.436623 3.993501 -2.888841 -0.2 -0.2 -0.2 0.216
C 10.185696 -1.616664 -0.678325 0.4 -0.3 -0.1 -0.746
O 9.043440 -2.243695 -1.280202 0.1 0.0 -0.5 -0.276
P 8.156136 -3.223405 -0.426996 0.4 -0.1 1.4 0.981
O 7.074225 -3.901781 -1.136973 0.0 0.5 -0.1 -0.718
O 9.180580 -4.266162 0.270266 -0.4 1.3 0.5 -0.337
C 10.115210 -5.019381 -0.465825 -0.2 -1.0 -0.9 -0.757
O 7.773089 -2.265796 0.824019 -0.1 -1.3 -1.1 -0.136
C 6.384437 -2.044589 1.088476 -0.3 0.3 1.4 0.114
H 10.192125 -1.747954 0.401896 0.0 0.1 0.0 0.370
H 10.213849 -0.557892 -0.922858 -0.3 0.0 -0.1 0.276
H 11.065455 -2.100013 -1.106343 0.1 0.1 0.1 0.278
H 9.788004 -5.122706 -1.505522 0.2 0.2 0.0 0.351
H 10.121704 -6.045231 -0.091959 0.0 0.2 0.3 0.275
H 11.136103 -4.638718 -0.419189 -0.2 0.3 0.1 0.250
H 6.225912 -2.221879 2.157209 0.1 -0.3 0.0 0.094
H 5.715790 -2.711640 0.549749 0.2 0.1 -0.3 0.410
H 6.155660 -0.987901 0.972236 -0.1 -0.1 -0.7 -0.390
C -5.204823 4.707969 1.932419 -1.4 -0.8 0.7 -0.476
O -5.334761 3.391677 2.494326 0.4 0.4 -0.5 -0.577
C -5.071483 2.357173 1.523401 -0.5 1.0 1.2 1.863
C -5.916930 1.187144 1.986392 1.5 -1.4 -1.0 -1.306
O -6.233085 0.415794 0.817722 -0.3 0.2 0.3 1.119
C -7.252596 -0.520383 1.023495 -1.7 -0.2 -1.1 -1.050
C -7.300717 -1.468547 -0.166260 1.2 0.4 -0.2 -0.437
O -7.608496 -0.683733 -1.310790 0.4 0.0 0.3 -0.315
C -7.475694 -1.425731 -2.493550 -0.7 -1.1 -0.3 -0.688
H -6.215789 4.996934 1.622574 0.2 0.0 -0.7 0.160
H -4.500488 4.688313 1.105531 0.2 0.5 0.0 0.084
H -5.016419 5.412525 2.741067 0.8 -0.1 -0.1 0.360
H -3.996809 2.191028 1.569365 0.1 -0.4 -0.4 -0.612
H -5.364667 2.671199 0.518140 0.0 0.0 0.2 -0.260
H -6.771529 1.520560 2.572920 -0.1 0.0 -0.2 0.423
H -5.275851 0.475920 2.518942 -0.3 0.5 0.9 0.028
H -8.220102 -0.004978 0.924577 -0.1 0.2 0.6 0.211
H -7.246171 -1.072593 1.965664 0.5 0.1 0.1 0.362
H -7.976446 -2.321205 -0.064663 -0.4 0.2 0.3 0.574
H -6.301815 -1.908814 -0.284443 0.1 0.0 -0.1 0.145
H -7.548210 -0.792124 -3.375188 0.0 0.2 0.2 0.305
H -8.283998 -2.173658 -2.525787 -0.1 0.1 -0.2 0.484
H -6.586213 -2.061363 -2.557546 0.3 0.5 0.2 0.026
C 6.932025 1.619848 2.015674 0.8 0.1 1.3 -0.225
O 6.781216 1.644171 3.441490 -0.7 -0.3 0.5 -0.502
C 6.253350 0.466830 4.050874 1.1 0.9 -0.8 0.367
C 6.068232 0.767546 5.520516 -1.1 0.1 0.6 -0.759
O 6.216632 -0.392337 6.318700 0.5 -0.2 0.2 -0.369
C 5.189988 -1.353731 6.120305 0.1 0.3 -0.4 0.171
C 5.285549 -2.532044 7.110337 -0.6 0.5 0.0 -0.754
O 6.515000 -3.194209 7.292546 0.3 0.7 -0.4 -0.374
C 7.520827 -2.340285 7.783867 1.0 0.9 1.5 -0.658
H 7.793616 2.280418 1.939918 -0.4 0.3 -1.0 0.334
H 6.014062 1.959080 1.542996 0.2 0.1 -0.3 0.085
H 7.251032 0.646735 1.636803 -0.3 -0.1 0.1 0.062
H 7.034302 -0.290890 3.926523 -0.2 -0.4 0.2 0.250
H 5.345398 0.131410 3.540782 -0.2 0.0 0.1 0.040
H 5.093181 1.216234 5.765240 -0.3 -0.2 -0.5 0.256
H 6.714413 1.567719 5.880970 0.8 -0.5 -0.2 0.368
H 5.154541 -1.677467 5.075152 0.2 -0.2 0.0 -0.032
H 4.262349 -0.801361 6.315760 -0.4 -0.5 0.0 0.331
H 4.593821 -3.329220 6.839512 -0.1 0.2 -0.4 0.291
H 4.860722 -2.093465 8.022668 0.6 -0.3 0.6 0.393
H 7.109592 -1.608566 8.488620 -0.3 -0.1 0.0 0.296
H 8.118437 -1.719924 7.111892 -0.6 -0.4 -0.8 0.200
H 8.282464 -2.860586 8.371747 -0.4 -0.7 -0.2 0.303
C 0.149860 -4.013433 -1.297483 -0.5 0.4 0.5 -0.381
O 0.696756 -4.641059 -0.165984 0.0 0.1 -0.1 -0.408
C 1.947039 -4.087163 0.258583 -1.1 -0.7 0.5 0.035
C 2.408493 -4.936243 1.435654 -0.3 -0.2 -0.6 -0.602
O 1.856835 -4.497696 2.672925 0.6 -0.2 0.1 -0.348
C 2.727088 -4.606509 3.798374 -0.2 0.2 -0.1 -0.466
C 3.261352 -5.965918 4.215377 -1.1 -1.5 -0.3 -0.614
O 3.842713 -6.645662 3.114781 -0.2 0.1 0.3 -0.184
C 3.974276 -8.029788 3.338522 0.4 -0.1 -0.2 -0.849
H -0.081081 -2.960690 -1.081936 0.4 0.2 -0.2 -0.025
H -0.835878 -4.442636 -1.482740 0.2 -0.4 -0.1 0.233
H 0.787973 -4.109484 -2.179223 0.0 0.1 -0.1 0.332
H 1.795361 -3.059587 0.605464 0.2 0.2 -0.3 -0.124
H 2.647574 -4.158016 -0.576842 0.2 0.2 0.1 0.399
H 3.499792 -4.952192 1.379367 0.0 -0.1 0.6 0.472
H 1.998240 -5.942281 1.329677 0.5 -0.1 -0.6 0.201
H 2.035287 -4.320220 4.591674 0.6 0.6 0.4 0.360
H 3.567780 -3.930067 3.618280 0.0 0.2 0.4 0.243
H 2.439722 -6.588133 4.606965 -0.4 0.1 -0.4 0.371
H 3.901050 -5.985939 5.107402 0.6 0.8 -0.3 0.467
H 3.047295 -8.595583 3.488661 -0.3 0.5 0.2 0.332
H 4.624338 -8.190622 4.203898 0.1 -0.3 -0.1 0.303
H 4.400029 -8.447515 2.426748 0.3 0.0 0.2 0.242
C -7.507131 -8.472501 -4.581157 -0.3 0.4 -0.2 -0.818
O -7.218699 -7.109402 -4.306162 0.0 0.0 0.1 -0.319
C -7.760318 -6.698656 -3.067997 0.9 -0.4 0.9 -0.732
C -7.603113 -5.207799 -2.775791 -0.6 0.4 -0.4 -0.322
O -6.327677 -4.623794 -2.521394 0.1 -1.3 -0.1 -0.268
C -5.339783 -4.987592 -3.462918 1.1 0.4 -1.2 -0.547
C -4.893140 -3.752350 -4.257511 -0.8 -0.5 0.4 0.036
O -5.975993 -3.475613 -5.138030 -0.3 0.1 0.0 -0.214
C -5.666925 -2.998636 -6.413332 0.8 -0.7 -0.7 -0.847
H -8.394112 -8.503817 -5.222578 0.0 -0.2 0.0 0.276
H -7.719118 -9.028747 -3.665499 0.2 -0.1 0.0 0.359
H -6.664197 -8.913171 -5.110601 0.0 0.0 0.1 0.251
H -7.275352 -7.260761 -2.252507 0.2 0.0 -0.1 0.385
H -8.803709 -7.025951 -2.982733 -0.2 0.6 -0.2 0.477
H -8.151963 -5.029831 -1.849468 -0.2 0.1 -0.2 0.274
H -8.049728 -4.652705 -3.607217 -0.2 0.0 0.1 0.268
H -5.663862 -5.690520 -4.228679 -0.5 0.0 0.2 0.315
H -4.473109 -5.498814 -3.029717 -0.1 0.3 0.6 0.419
H -3.965983 -3.963563 -4.795169 0.1 0.1 -0.1 0.630
H -4.792760 -2.912106 -3.565644 0.4 0.1 -0.1 -0.478
H -6.570323 -2.924816 -7.015915 -0.2 0.5 0.4 0.266
H -5.078942 -3.728104 -6.995057 0.2 -0.1 0.3 0.339
H -5.059014 -2.089218 -6.409328 -0.4 0.3 0.1 0.257
C 2.799168 0.692964 0.869657 0.7 -0.9 -0.3 -0.267
O 1.853434 0.005698 0.053729 0.3 0.4 0.1 0.193
C 0.512523 0.204976 0.372603 -1.0 -0.2 0.6 2.105
C -0.293935 0.618048 -0.839475 -0.2 0.7 -1.2 -0.431
O -1.696957 0.545098 -0.635624 0.6 0.1 -0.1 0.830
C -2.443818 -0.481243 -1.255277 -1.2 0.4 2.1 -1.156
C -3.865621 0.064791 -1.406177 -0.6 -0.7 -1.7 1.835
O -3.889221 1.338607 -2.007456 0.2 0.5 0.3 -0.191
C -5.221978 1.828318 -2.081493 -0.1 -0.4 1.0 0.492
H 2.640865 1.768126 0.951400 -0.2 0.1 -0.2 0.450
H 3.744651 0.456835 0.385525 0.2 0.6 0.0 -0.551
H 2.915183 0.280574 1.875383 -0.5 -0.1 0.1 0.317
H 0.358162 0.951839 1.146563 0.3 0.2 0.1 -0.909
H 0.070569 -0.708739 0.802231 0.1 -0.2 -0.2 -1.139
H 0.039801 0.112429 -1.755276 -0.2 -0.6 0.2 0.363
H -0.144722 1.664635 -1.129415 0.4 0.1 0.5 -0.869
H -2.649281 -1.184300 -0.431250 0.6 -0.9 -0.7 -0.126
H -1.972591 -0.962652 -2.110178 0.0 0.3 -0.2 0.530
H -4.469972 -0.077994 -0.501880 0.5 1.0 0.4 -0.931
H -4.461290 -0.591196 -2.067816 0.4 -0.4 -0.2 -0.332
H -5.580270 1.959399 -1.052685 -0.2 -0.3 -0.4 -1.210
H -5.843256 1.065081 -2.558574 -0.2 0.3 -0.2 0.214
H -5.303560 2.809091 -2.537634 0.3 -0.2 -0.5 0.190
```
Forces are in eV/Å.

Properties
E_tot = -254634.0433 eV
multiplicity = 1
frontier orbital gap = 9.45 eV